{"formula": "C29H34F8O28", "method": "ωB97M-V with the def2-TZVPD basis set", "species": ["C", "O", "C", "C", "C", "O", "C", "O", "O", "H", "H", "H", "H", "H", "H", "H", "H", "H", "H", "C", "C", "O", "C", "O", "O", "F", "H", "H", "H", "C", "C", "O", "C", "O", "O", "F", "H", "H", "H", "C", "C", "O", "C", "O", "O", "F", "H", "H", "H", "C", "C", "O", "C", "O", "O", "F", "H", "H", "H", "C", "C", "O", "C", "O", "O", "F", "H", "H", "H", "C", "C", "O", "C", "O", "O", "F", "H", "H", "H", "C", "C", "O", "C", "O", "O", "F", "H", "H", "H", "C", "C", "O", "C", "O", "O", "F", "H", "H", "H"], "positions_angstrom": [[1.59792, -3.22463, -0.44496], [2.57533, -2.29346, -0.03808], [2.27281, -0.95861, -0.36818], [1.02851, -0.39161, 0.34754], [-0.09588, -0.21650, -0.66924], [-1.38001, 0.09473, -0.07586], [-2.15177, -0.96627, 0.16500], [-1.76283, -2.03658, 0.53340], [-3.46925, -0.67142, 0.01172], [1.56424, -3.32547, -1.53504], [0.59721, -2.97408, -0.07681], [1.87756, -4.18737, -0.01754], [2.13105, -0.80153, -1.44095], [3.13988, -0.36511, -0.07908], [1.23595, 0.58846, 0.76781], [0.74474, -1.08664, 1.13825], [0.14925, 0.66048, -1.26962], [-0.15843, -1.05652, -1.36196], [-3.68868, -0.61900, -0.92808], [-1.49738, 3.44342, 1.85874], [-0.73846, 3.26623, 3.15457], [0.47763, 2.66568, 2.71851], [0.69761, 3.07525, 1.44299], [1.72522, 2.96537, 0.85861], [-0.42078, 3.61921, 0.92214], [-1.36677, 2.42094, 4.00515], [-2.06207, 2.54657, 1.60164], [-2.15930, 4.29972, 1.84649], [-0.50565, 4.19031, 3.67677], [2.67890, -4.13572, -5.64182], [2.22698, -2.99093, -6.52475], [1.64877, -2.09990, -5.59311], [2.25535, -2.30055, -4.39532], [2.18396, -1.54032, -3.48772], [2.94768, -3.46000, -4.40324], [1.28663, -3.36970, -7.41976], [1.87555, -4.85907, -5.49718], [3.56937, -4.64315, -6.00030], [3.03216, -2.48019, -7.05130], [-2.51108, -4.79478, 2.95393], [-1.01512, -4.59496, 2.96121], [-0.52875, -5.92491, 3.07561], [-1.46793, -6.74865, 2.52209], [-1.27562, -7.88042, 2.22493], [-2.63084, -6.08841, 2.34881], [-0.59791, -3.87803, 4.03177], [-2.91561, -4.82869, 3.96638], [-3.03783, -4.04382, 2.37158], [-0.61816, -4.14269, 2.05119], [-5.42210, 7.05693, 2.57352], [-6.66950, 6.51973, 1.90426], [-6.13387, 5.64431, 0.92526], [-4.92876, 5.21117, 1.36969], [-4.32361, 4.29654, 0.91687], [-4.50976, 5.96418, 2.41471], [-7.38305, 7.49010, 1.29382], [-5.04040, 7.93024, 2.04342], [-5.55604, 7.29351, 3.62487], [-7.33130, 5.95396, 2.56187], [2.34241, -7.43873, 3.88444], [2.03850, -8.07445, 2.54888], [2.81656, -9.25974, 2.59507], [2.95893, -9.61115, 3.90376], [3.34343, -10.66390, 4.28431], [2.58862, -8.58306, 4.70744], [2.45548, -7.30760, 1.50854], [3.24248, -6.82282, 3.84133], [1.51730, -6.85113, 4.27375], [0.98998, -8.33269, 2.40638], [-0.14438, 3.90594, -2.60707], [-1.62266, 3.98931, -2.29764], [-2.16640, 2.98873, -3.14418], [-1.20213, 2.05273, -3.35027], [-1.38890, 0.96884, -3.79387], [0.00718, 2.52553, -2.95998], [-2.14930, 5.19301, -2.62575], [0.11206, 4.53164, -3.46323], [0.49195, 4.15422, -1.76179], [-1.88113, 3.75866, -1.26363], [0.92755, 1.09174, -6.37089], [1.98100, 1.00382, -7.45651], [1.25906, 1.34797, -8.61745], [0.22166, 2.15573, -8.23735], [-0.42575, 2.81125, -8.97790], [0.06073, 2.10419, -6.89397], [2.47589, -0.25665, -7.58897], [0.38180, 0.15334, -6.27360], [1.31827, 1.38473, -5.40031], [2.81871, 1.69295, -7.33625], [2.72245, 4.14818, 5.07925], [2.02850, 5.48623, 5.22379], [1.77023, 5.55379, 6.60580], [2.71787, 4.79767, 7.24472], [2.93477, 4.83228, 8.40462], [3.37124, 4.02130, 6.34654], [0.84407, 5.52963, 4.54802], [2.00022, 3.33985, 4.95440], [3.44693, 4.11517, 4.27047], [2.62909, 6.34609, 4.92383]], "atomic_forces_ev_per_a": [[0.00, -0.20, 0.02], [-0.07, -0.01, 0.00], [-0.11, 0.88, 0.20], [-0.27, -0.45, -0.30], [0.85, 0.39, 0.24], [-0.26, -0.11, -0.69], [-0.09, 0.04, 0.17], [0.06, -0.15, 0.01], [-0.01, -0.24, 0.17], [-0.01, 0.09, -0.01], [0.00, 0.08, -0.02], [0.05, 0.00, -0.03], [0.20, -0.34, -0.02], [0.10, -0.17, 0.04], [0.15, -0.11, 0.22], [-0.09, 0.12, 0.10], [-0.17, -0.04, -0.05], [-0.33, -0.14, 0.21], [0.08, 0.32, 0.05], [-0.04, -0.01, 0.04], [-0.20, -0.27, -0.07], [0.11, 0.36, 0.04], [-0.02, -0.17, -0.11], [0.04, 0.04, 0.02], [-0.09, 0.06, -0.04], [0.07, -0.04, -0.03], [0.03, -0.05, 0.05], [0.10, 0.09, -0.09], [-0.10, -0.08, 0.09], [0.04, -0.06, 0.08], [-0.07, -0.14, -0.09], [0.15, 0.06, -0.05], [-0.09, 0.05, 0.02], [0.02, -0.15, -0.07], [-0.06, 0.03, -0.07], [-0.05, -0.01, 0.04], [-0.05, 0.05, -0.04], [0.09, 0.10, 0.12], [-0.04, -0.03, -0.12], [-0.23, 0.14, -0.09], [0.09, 0.11, 0.14], [-0.10, -0.01, -0.30], [-0.09, -0.02, 0.01], [0.03, -0.01, 0.10], [0.09, 0.02, 0.05], [0.02, -0.08, 0.02], [0.12, 0.01, 0.06], [0.01, -0.14, -0.16], [0.04, 0.10, 0.07], [0.04, 0.09, 0.14], [0.03, 0.08, -0.12], [-0.04, -0.18, 0.22], [0.03, 0.03, -0.09], [-0.01, 0.07, -0.06], [-0.05, 0.01, -0.02], [0.04, 0.00, -0.05], [-0.09, 0.01, -0.06], [0.08, -0.15, 0.03], [-0.08, 0.06, -0.02], [-0.05, 0.18, 0.18], [0.13, -0.03, -0.02], [-0.21, -0.06, 0.09], [0.09, 0.02, 0.03], [0.04, 0.02, -0.01], [0.00, -0.01, -0.09], [0.05, -0.02, -0.01], [0.01, -0.02, -0.15], [-0.04, -0.14, 0.12], [0.00, 0.06, -0.14], [0.21, 0.11, 0.13], [-0.03, 0.02, -0.09], [0.08, -0.18, 0.22], [-0.03, 0.05, -0.09], [0.02, 0.01, -0.03], [-0.09, 0.05, -0.05], [0.00, -0.06, -0.07], [-0.11, 0.03, -0.02], [0.01, -0.20, 0.04], [-0.06, 0.11, 0.00], [0.03, -0.05, 0.15], [-0.17, -0.08, 0.08], [0.10, 0.21, 0.07], [-0.12, -0.04, 0.03], [-0.01, -0.05, -0.02], [0.07, 0.01, -0.05], [0.01, 0.08, -0.16], [0.06, -0.03, -0.03], [-0.08, 0.12, -0.01], [0.10, -0.10, 0.00], [0.07, -0.08, -0.11], [-0.05, -0.11, 0.10], [0.21, 0.14, -0.05], [0.00, -0.13, 0.05], [-0.06, -0.01, -0.01], [-0.06, 0.07, -0.02], [0.08, 0.10, 0.08], [-0.07, 0.06, -0.03], [0.11, 0.01, 0.11], [-0.11, 0.04, -0.11]], "mulliken_charge": [0.299, -0.446, -0.337, 0.293, -0.532, -0.066, 0.396, -0.478, -0.518, -0.112, -0.234, 0.282, 0.061, 0.423, -0.514, 0.287, 0.281, 0.632, 0.349, -0.047, 0.444, -0.359, 0.718, -0.588, -0.230, -0.341, 0.214, -0.049, 0.260, -0.481, 0.340, -0.168, 0.447, -0.475, -0.323, -0.325, 0.293, 0.268, 0.321, -0.458, 0.592, -0.246, 0.608, -0.522, -0.366, -0.307, 0.290, 0.274, 0.097, -0.413, 0.279, -0.311, 0.646, -0.464, -0.273, -0.279, 0.279, 0.250, 0.287, -0.226, 0.577, -0.358, 0.581, -0.500, -0.357, -0.314, 0.301, 0.137, 0.200, -0.443, 0.810, -0.372, 0.785, -0.544, -0.290, -0.336, 0.323, 0.207, -0.064, -0.274, 0.387, -0.309, 0.528, -0.513, -0.283, -0.208, 0.183, 0.265, 0.195, -0.216, 0.291, -0.306, 0.585, -0.479, -0.338, -0.252, 0.145, 0.306, 0.232], "e_homo_ev": -9.6, "homo_lumo_gap_ev": 9.633, "smiles": "O=C1OC[C@@H](F)O1.O=C1OC[C@@H](F)O1.O=C1OC[C@@H](F)O1.O=C1OC[C@@H](F)O1.O=C1OC[C@@H](F)O1.O=C1OC[C@@H](F)O1.O=C1OC[C@@H](F)O1.O=C1OC[C@@H](F)O1.COCCCOC(=O)O"}